{
  "formula": "C39H57I2N3O7S4",
  "method": "ωB97M-V/def2-TZVPD",
  "smiles": "CCO[C@@]1([C@H](I)[C@H](C)I)[C@@H](CCCSC(=S)N(c2ccccc2)c2ccccc2)[C@](CCCS)(OC[C@@H](C)O)[C@H](O)OS1(=O)=O.CCCC#N.CCCC#N",
  "homo_lumo_gap_ev": 7.1247,
  "mol_weight_g_mol": 1061.975,
  "species": ["C", "C", "O", "C", "C", "I", "C", "C", "I", "C", "C", "C", "C", "S", "C", "S", "N", "C", "C", "C", "C", "C", "C", "C", "C", "C", "C", "C", "C", "C", "C", "C", "C", "S", "O", "C", "C", "C", "O", "C", "O", "O", "S", "O", "O", "H", "H", "H", "H", "H", "H", "H", "H", "H", "H", "H", "H", "H", "H", "H", "H", "H", "H", "H", "H", "H", "H", "H", "H", "H", "H", "H", "H", "H", "H", "H", "H", "H", "H", "H", "H", "H", "H", "H", "H", "H", "H", "H", "C", "C", "C", "C", "N", "H", "H", "H", "H", "H", "H", "H", "C", "C", "C", "C", "N", "H", "H", "H", "H", "H", "H", "H"],
  "xyz": [[5.03555, 3.50878, -0.82944], [4.34827, 3.63184, 0.69449], [3.04128, 4.11760, 0.61004], [1.92098, 3.52050, 1.33708], [0.82174, 4.74833, 1.17398], [1.43518, 6.60914, 2.25638], [-0.71967, 4.59980, 1.39779], [-1.43554, 3.48071, 2.29346], [-1.67258, 4.40263, -0.62528], [1.34090, 2.10628, 0.64442], [1.98550, 1.76828, -0.82274], [0.87071, 1.18724, -1.93165], [1.27908, 1.60942, -3.49870], [2.09778, 0.17247, -4.37632], [1.35613, -0.08357, -6.11728], [1.87973, -1.53680, -6.90106], [0.45363, 0.94668, -6.67454], [0.81155, 1.54803, -7.98339], [0.87903, 0.84801, -9.46302], [1.28308, 1.67440, -10.86182], [1.60937, 3.28085, -10.79550], [1.54481, 4.02141, -9.30677], [1.14674, 3.18827, -7.95681], [-0.98789, 0.86207, -6.33608], [-2.13425, 1.59487, -7.29332], [-3.74147, 1.55037, -6.86572], [-4.25025, 0.79309, -5.50172], [-3.11250, 0.03021, -4.59339], [-1.48988, 0.04531, -4.97728], [1.37910, 0.80727, 1.71059], [1.10420, -0.64181, 0.90852], [-0.49207, -0.77817, 0.42110], [-1.26817, -2.05984, 1.10344], [-2.29463, -2.94618, -0.24342], [0.30151, 0.86399, 2.65573], [0.42344, 0.32631, 3.96112], [-0.23714, -1.18968, 4.21851], [0.35066, -1.62978, 5.72323], [-1.70351, -1.15891, 4.37394], [2.91202, 0.73238, 2.24955], [3.28639, -0.58845, 2.86684], [3.29313, 1.72104, 3.26444], [2.51770, 3.22494, 3.09181], [3.56279, 4.28244, 3.62834], [1.38193, 3.35352, 4.18225], [5.37600, 2.37859, -1.00013], [4.27371, 3.85128, -1.64847], [6.01401, 4.15044, -0.92389], [4.62410, 2.64312, 1.22746], [5.03143, 4.46438, 1.21869], [0.94758, 5.10997, 0.03681], [-1.15680, 5.65445, 1.76306], [-1.06475, 3.32005, 3.38866], [-2.57483, 3.82984, 2.41787], [-1.54338, 2.43615, 1.72336], [0.17017, 2.18861, 0.41247], [2.45432, 2.66864, -1.40193], [2.84043, 0.93890, -0.76681], [1.03506, 0.00437, -1.90864], [-0.21778, 1.50730, -1.64693], [2.04281, 2.51334, -3.53442], [0.30478, 2.00834, -4.05643], [0.62607, -0.29385, -9.57472], [1.30981, 1.04553, -11.85944], [1.87326, 3.85319, -11.78883], [1.80353, 5.16768, -9.28268], [1.09027, 3.76274, -6.91390], [-1.88646, 2.17781, -8.29208], [-4.51163, 2.12157, -7.56159], [-5.38245, 0.78612, -5.15836], [-3.39861, -0.53151, -3.60178], [-0.71958, -0.51006, -4.28294], [1.86646, -0.84163, 0.04661], [1.22888, -1.57493, 1.64463], [-1.07898, 0.25074, 0.53616], [-0.50913, -0.99643, -0.75179], [-0.56433, -2.84803, 1.60499], [-2.08019, -1.60211, 1.83344], [-3.24026, -1.93386, -0.60664], [-0.24909, 1.01486, 4.67646], [1.45552, 0.29339, 4.50175], [0.16920, -2.00309, 3.48848], [0.75660, -0.70802, 6.32263], [1.24960, -2.40466, 5.60587], [-0.48178, -2.14741, 6.38080], [-2.03566, -2.07307, 4.65790], [3.59424, 0.75127, 1.26870], [3.83160, -1.10005, 2.18939], [-5.92365, -4.43371, 1.49024], [-6.66517, -3.45107, 2.38647], [-5.73190, -2.57424, 3.22102], [-4.97639, -3.34841, 4.21498], [-4.37500, -3.96081, 4.99525], [-5.34769, -5.15603, 2.07724], [-6.63590, -4.99477, 0.87742], [-5.23714, -3.90910, 0.81782], [-7.34966, -4.00552, 3.04060], [-7.28261, -2.80203, 1.75443], [-6.33059, -1.81923, 3.74265], [-5.04121, -2.03271, 2.56474], [0.04347, -6.13248, 6.46302], [1.26742, -6.99171, 6.17606], [2.53540, -6.48199, 6.86066], [2.97263, -5.18243, 6.33331], [3.31396, -4.15317, 5.92143], [0.16206, -5.11979, 6.06497], [-0.84276, -6.57257, 5.99552], [-0.14109, -6.06113, 7.53981], [1.42020, -7.05069, 5.09115], [1.06638, -8.01093, 6.52637], [3.33704, -7.21295, 6.70690], [2.37406, -6.41177, 7.94235]],
  "forces_ev_per_angstrom": [[0.1, -0.7, 0.2], [4.8, 0.7, -0.9], [-1.9, -1.3, 1.1], [-0.3, 0.4, -2.7], [0.7, 0.4, -1.3], [-0.1, -1.0, -0.4], [-1.6, 0.8, 1.3], [-1.9, -0.8, 0.1], [0.3, 0.0, 0.7], [-1.5, -0.9, -0.1], [0.3, -0.5, -1.3], [1.4, -1.0, 0.0], [-1.0, 1.9, 0.4], [-1.6, 0.4, -1.7], [0.7, -1.4, -0.1], [-1.2, 3.5, 1.6], [-0.8, -0.8, -0.8], [1.3, 3.3, -4.4], [0.5, 2.9, 0.4], [-0.2, 2.2, 3.9], [-1.1, -3.1, 3.5], [-0.8, -3.9, -0.5], [0.3, -1.4, -3.1], [-4.0, -0.3, 1.0], [-1.7, -1.6, 3.1], [2.8, -1.6, 2.5], [4.4, -0.1, -1.0], [1.5, 2.0, -3.0], [-3.1, 2.0, -2.3], [0.8, -1.9, -1.2], [-0.6, -0.7, 0.3], [0.7, -0.1, -1.5], [-1.1, 2.0, 0.0], [-0.3, 1.2, 0.4], [1.5, 0.8, -0.4], [-1.7, -1.1, 3.2], [1.4, -0.3, 2.4], [0.6, -0.5, -0.1], [0.9, -1.2, -0.6], [0.8, -2.5, -0.8], [0.0, 1.5, -1.9], [-1.7, 0.8, -2.4], [0.3, 4.9, 9.5], [-2.8, -4.3, -3.7], [2.9, -1.7, -5.0], [-0.9, 2.4, 0.1], [1.5, -0.7, 1.5], [-2.1, -1.1, 0.3], [-1.3, 1.6, -0.6], [-1.8, -1.9, -0.8], [0.1, -1.1, 2.8], [1.2, -2.5, -1.0], [-0.1, 0.4, -2.3], [2.5, -0.6, -0.4], [0.6, 2.3, 1.4], [2.6, 0.4, 0.8], [-0.9, -1.4, 1.8], [-1.7, 1.9, 0.1], [-1.0, 2.6, 0.0], [2.1, -0.7, -0.7], [-1.5, -1.9, 0.3], [2.1, -1.2, 1.0], [0.6, 2.5, 0.4], [-0.1, 1.6, 2.3], [-0.6, -1.2, 2.4], [-0.7, -2.6, 0.2], [0.2, -1.4, -2.6], [-0.3, -1.5, 2.5], [1.9, -1.4, 1.7], [2.7, 0.0, -0.9], [0.6, 1.2, -2.3], [-1.7, 1.2, -1.6], [-1.5, 0.5, 1.4], [0.1, 2.5, -1.3], [1.2, -2.4, 0.1], [0.2, 0.5, 2.6], [-1.5, 1.5, -1.1], [2.1, -1.3, -1.0], [1.4, -1.1, 0.8], [1.5, -1.4, -1.7], [-1.5, 0.2, -1.7], [-1.1, 1.6, 1.0], [-0.9, -1.7, -1.1], [-1.9, 1.8, 0.3], [1.6, 1.1, -1.5], [1.0, 1.8, -0.6], [-1.4, 0.7, 2.1], [-1.1, 1.2, 1.4], [0.0, -0.1, -0.1], [-0.2, -0.3, -0.3], [-0.3, 0.2, 0.0], [0.8, -0.5, 0.7], [-0.7, 0.7, -1.0], [0.0, 0.1, -0.1], [0.1, 0.0, 0.1], [0.0, -0.1, 0.1], [0.1, 0.2, 0.0], [0.1, 0.0, 0.2], [0.2, -0.1, 0.1], [0.1, -0.2, 0.2], [-0.1, 0.0, -0.1], [-0.4, -0.1, -0.2], [0.1, -0.3, -0.1], [0.4, 1.1, -0.3], [-0.5, -1.3, 0.4], [0.0, -0.1, 0.1], [0.1, 0.1, 0.1], [0.0, 0.0, -0.1], [0.1, 0.0, 0.2], [0.2, 0.1, 0.0], [0.0, 0.2, 0.0], [0.1, 0.2, -0.2]]
}

***

{
  "formula": "C39H58N3OPPtSi",
  "method": "ωB97M-V/def2-TZVPD",
  "homo_lumo_gap_ev": 7.3617,
  "mol_weight_g_mol": 839.051,
  "species": ["Pt", "C", "C", "C", "C", "C", "C", "N", "N", "Si", "C", "C", "C", "H", "H", "H", "H", "H", "H", "H", "H", "H", "H", "H", "H", "H", "H", "H", "N", "C", "C", "C", "C", "C", "C", "C", "C", "C", "C", "C", "C", "H", "H", "H", "H", "H", "H", "H", "H", "H", "H", "O", "P", "C", "C", "C", "C", "C", "C", "C", "C", "C", "C", "C", "C", "C", "C", "C", "C", "C", "C", "H", "H", "H", "H", "H", "H", "H", "H", "H", "H", "H", "H", "H", "H", "H", "H", "H", "H", "H", "H", "H", "H", "H", "H", "H", "H", "H", "H", "H", "H", "H", "H", "H"],
  "xyz": [[0.61033, -1.67871, 0.02344], [-1.03943, -1.84082, 3.16819], [0.43998, -1.56860, 3.18677], [1.17760, -1.63829, 4.34203], [2.55092, -1.33409, 4.27916], [3.13899, -0.97653, 3.10150], [2.36611, -0.92433, 1.89671], [0.98573, -1.21711, 2.00821], [2.77471, -0.69952, 0.67537], [4.11210, 0.13828, 0.03886], [5.66210, -0.90474, -0.01054], [3.68265, 0.62907, -1.72215], [4.49309, 1.68881, 1.01384], [-1.58477, -0.99093, 3.58885], [-1.28675, -2.71910, 3.76456], [-1.37476, -2.00248, 2.14254], [0.70058, -1.91960, 5.27059], [3.15389, -1.40159, 5.17797], [4.20482, -0.79449, 3.04002], [5.46310, -1.87589, -0.47348], [6.04422, -1.09287, 0.99757], [6.45954, -0.41670, -0.58076], [4.16754, -0.02005, -2.46026], [4.01517, 1.65050, -1.93019], [2.59601, 0.59869, -1.86372], [4.89318, 1.45774, 2.00500], [3.58126, 2.27866, 1.15618], [5.22398, 2.31953, 0.49729], [1.37185, -2.28030, -1.85840], [0.31598, -2.77684, -2.68765], [0.02249, -2.19646, -3.90778], [-1.05406, -2.67123, -4.64733], [-1.82994, -3.70944, -4.15018], [-1.51927, -4.27175, -2.91618], [-0.43411, -3.82230, -2.17305], [-0.05251, -4.41523, -0.87033], [-0.06089, -5.81004, -0.75005], [0.24361, -6.43196, 0.44510], [0.54358, -5.64683, 1.55051], [0.57588, -4.26544, 1.44185], [0.29937, -3.60107, 0.23298], [1.93164, -1.55174, -2.28422], [1.94180, -3.01230, -1.44473], [0.62392, -1.37022, -4.27205], [-1.27928, -2.23094, -5.61032], [-2.67857, -4.07541, -4.71405], [-2.13656, -5.06348, -2.50846], [-0.30791, -6.40698, -1.62167], [0.24989, -7.51216, 0.51376], [0.76838, -6.11311, 2.50315], [0.84403, -3.69031, 2.31362], [0.33349, 0.50569, -0.64473], [-0.92522, 1.30523, -0.35878], [-0.79531, 1.79251, 1.38929], [0.63754, 2.20199, 1.77360], [0.82126, 2.04880, 3.29170], [-0.45604, 2.41749, 4.07179], [-1.31281, 3.40185, 3.28015], [-1.84977, 2.74447, 1.99887], [-1.16130, 2.56534, -1.68008], [0.12930, 2.68658, -2.51754], [1.19169, 3.51294, -1.79728], [0.66090, 4.91221, -1.49254], [-0.60633, 4.83446, -0.64231], [-1.66969, 3.97580, -1.32451], [-2.43449, 0.29944, -0.42124], [-2.38610, -0.68326, -1.60525], [-3.72678, -1.39917, -1.73500], [-4.87304, -0.42089, -2.06856], [-4.51160, 1.03065, -1.73517], [-3.75531, 1.12641, -0.41082], [-0.93294, 0.79396, 1.82876], [0.83470, 3.23308, 1.47217], [1.34990, 1.56478, 1.24892], [1.65050, 2.68212, 3.61491], [1.10425, 1.01720, 3.51419], [-0.19372, 2.83597, 5.04402], [-1.04998, 1.51788, 4.26752], [-0.70948, 4.27889, 3.02403], [-2.14965, 3.75926, 3.88275], [-2.14276, 3.52215, 1.29694], [-2.75292, 2.17590, 2.23604], [-1.92073, 2.08013, -2.29795], [-0.13233, 3.17617, -3.46276], [0.51513, 1.69505, -2.75056], [2.09782, 3.56753, -2.40306], [1.46100, 3.00450, -0.86467], [0.42851, 5.42043, -2.43565], [1.42064, 5.50849, -0.98247], [-1.00515, 5.83292, -0.45019], [-0.35401, 4.39920, 0.32577], [-1.94992, 4.45701, -2.26767], [-2.57640, 3.93398, -0.72223], [-2.38138, -0.30049, 0.49304], [-1.59717, -1.40405, -1.42314], [-2.13806, -0.17127, -2.54289], [-3.92970, -1.90736, -0.78697], [-3.65622, -2.17452, -2.49831], [-5.76978, -0.70376, -1.51157], [-5.13014, -0.48924, -3.12767], [-5.41983, 1.63388, -1.68054], [-3.90535, 1.45612, -2.53894], [-4.40439, 0.75272, 0.38506], [-3.56201, 2.17360, -0.17646]],
  "forces_ev_per_angstrom": [[0.4, 0.4, -0.2], [0.0, 0.0, 0.0], [-0.5, 0.2, -0.3], [0.2, 0.1, 0.1], [-0.1, -0.1, 0.1], [-0.1, 0.1, -0.1], [-0.6, -0.1, 0.1], [0.8, -0.3, 0.1], [0.4, 0.4, 0.4], [0.0, -0.1, 0.2], [0.2, -0.1, 0.0], [-0.1, 0.0, -0.2], [0.0, 0.2, 0.1], [0.0, 0.0, 0.0], [0.0, 0.0, 0.0], [0.0, 0.0, 0.0], [0.0, 0.0, 0.0], [0.0, 0.0, 0.0], [0.0, 0.0, 0.0], [0.0, 0.0, 0.0], [0.0, 0.0, 0.0], [0.0, 0.0, 0.0], [-0.1, 0.0, 0.0], [0.0, 0.0, 0.0], [0.1, 0.1, 0.0], [0.0, 0.0, 0.0], [0.1, 0.0, 0.0], [0.0, 0.0, 0.0], [-1.0, 0.2, 0.1], [0.3, 0.2, -0.2], [0.0, 0.0, 0.0], [0.0, 0.0, 0.0], [0.1, 0.1, 0.1], [0.0, -0.1, -0.1], [-0.1, -0.3, 0.0], [-0.2, -0.1, 0.2], [-0.1, 0.1, -0.1], [0.0, 0.0, 0.0], [0.0, 0.0, 0.0], [-0.1, -0.2, -0.3], [0.2, -0.6, 0.5], [0.0, 0.0, 0.0], [0.2, -0.1, -0.4], [0.0, 0.0, 0.0], [0.0, 0.0, 0.0], [0.0, 0.0, 0.0], [0.0, 0.0, 0.0], [0.0, 0.0, 0.0], [0.0, 0.0, 0.0], [0.0, 0.0, 0.0], [0.1, 0.0, 0.0], [-0.3, 0.1, -0.4], [0.4, -0.4, 0.2], [0.1, 0.3, 0.1], [-0.1, -0.1, 0.1], [-0.1, 0.0, 0.0], [0.0, 0.0, -0.1], [0.0, -0.1, 0.0], [0.1, -0.1, 0.1], [0.3, 0.3, -0.1], [0.0, 0.0, 0.1], [-0.2, 0.0, 0.0], [0.0, 0.0, 0.1], [0.0, -0.1, -0.2], [0.1, -0.1, 0.1], [-0.2, -0.1, -0.2], [-0.2, 0.1, 0.0], [0.0, 0.1, 0.0], [0.0, 0.0, 0.0], [0.0, -0.1, 0.1], [0.1, 0.0, 0.0], [0.0, 0.0, 0.0], [0.0, 0.0, 0.0], [0.0, 0.0, 0.0], [0.0, 0.0, 0.0], [0.0, 0.1, 0.0], [0.0, 0.0, 0.0], [0.0, 0.0, 0.0], [0.0, 0.0, 0.0], [0.0, 0.0, 0.0], [0.0, 0.0, 0.0], [0.0, 0.0, 0.0], [0.0, 0.0, -0.1], [0.0, 0.0, 0.0], [0.0, 0.0, 0.0], [0.0, 0.0, 0.0], [0.1, 0.0, 0.0], [0.0, 0.0, 0.0], [0.0, 0.0, 0.0], [0.0, 0.0, 0.0], [0.0, 0.0, 0.1], [0.0, 0.0, 0.0], [0.0, 0.0, 0.0], [0.0, -0.1, 0.0], [0.2, -0.1, 0.0], [0.0, 0.0, 0.0], [0.0, 0.0, 0.0], [0.0, 0.0, 0.0], [0.0, 0.0, 0.0], [0.0, 0.0, 0.0], [0.0, 0.0, 0.0], [0.0, 0.0, 0.0], [0.0, 0.0, 0.0], [0.0, 0.0, 0.1]]
}